Entry 1:
# C6H10N3

The ion C6H10N3 with charge +1 in a non-equilibrium geometry (ωB97M-V/def2-TZVPD, OMol25).

Positions of all 19 atoms, in Å:
C 1.00576 -0.26472 -0.41886
C -0.05353 -1.03154 0.38529
C 0.58357 0.09813 -1.82889
C 0.24493 -0.99004 1.79595
C -0.59431 0.88959 -2.23770
C -0.42998 -0.51218 2.85167
N -1.16762 1.93495 -0.27496
N -1.33375 1.64039 -1.46144
N -1.26663 2.40037 0.72486
H 1.55502 0.58883 0.05237
H 1.92954 -0.86195 -0.51403
H -1.02733 -0.46155 0.08598
H -0.10734 -2.10881 0.07692
H 1.27032 0.75978 -2.28263
H 0.56716 -0.72643 -2.54059
H -1.18233 0.25664 2.93346
H 0.91093 -1.83971 2.09126
H -1.02556 0.93097 -3.17601
H 0.12114 -0.70272 3.73734

The calculation puts the HOMO-LUMO gap at 6.88 eV. The value obtained for the HOMO energy is -0.4846 Eh. The calculation puts the energy above the lowest of the compared OMol25 structures with the same formula, charge and spin at 5.630 eV. As for the lowest unoccupied orbital energy: -6.3022 eV. As for the multiplicity: 1. Its charge is +1.



Entry 2:
# C6H10N3

A structure of composition C6H10N3 in a non-equilibrium geometry (ωB97M-V/def2-TZVPD, OMol25).

Positions of all 19 atoms, in Å:
C 1.91487 0.71595 -0.59008
C -0.25391 -0.95157 1.21363
C -0.37138 0.61632 1.44626
C 0.52439 0.53828 -0.73700
C -1.53343 1.79853 -0.41358
C 0.73653 -2.32237 -0.55868
N 2.97292 1.06233 -0.54806
N -0.35010 1.15829 0.11887
N 0.23311 -1.17868 0.05916
H -0.57174 -1.82905 1.78272
H -1.35277 0.84190 1.98346
H 0.53823 0.75272 1.98932
H 0.08297 0.66653 -1.80477
H -2.20715 2.00425 0.44954
H -1.39237 2.78963 -0.93411
H -1.81413 1.20591 -1.31991
H 0.31888 -3.24201 -0.28890
H 1.84317 -2.45807 -0.23949
H 0.68191 -2.16887 -1.60840

The calculation puts the HOMO-LUMO gap at 10.08 eV. The value obtained for the HOMO energy is -0.5235 Eh. The calculation puts the energy above the lowest of the compared OMol25 structures with the same formula, charge and spin at 3.857 eV. As for the lowest unoccupied orbital energy: -4.1682 eV. As for the multiplicity: 1. Its charge is +1.



Entry 3:
# C6H10N3

The ion C6H10N3 with charge +1 (ωB97M-V/def2-TZVPD, OMol25).

Positions of all 19 atoms, in Å:
C 1.51381 -0.87140 -0.91189
C 0.19927 -1.27743 -1.16481
C 1.87898 0.42961 -0.57405
C 0.42699 0.59076 2.32453
C -0.95936 -0.88619 -0.52113
C -0.11097 1.51033 0.14063
N 1.02852 1.41400 -0.44395
N -0.37491 1.16691 1.45892
N -2.16522 -1.03915 -1.08215
H 2.30011 -1.48225 -1.33116
H 0.06949 -1.92479 -2.02314
H 2.90331 0.73236 -0.74952
H 0.19464 0.61920 3.37242
H 1.34906 0.14982 1.98856
H -0.97411 -0.66367 0.52918
H -0.81029 2.23500 -0.25709
H -3.01233 -0.99824 -0.54260
H -2.24417 -1.31048 -2.05010
H -1.21281 1.60561 1.83737

The calculation puts the HOMO-LUMO gap (alpha / beta) at 5.95 / 6.96 eV. The value obtained for the HOMO energy (alpha / beta) is -0.4230 / -0.4281 Eh. The calculation puts the energy above the lowest of the compared OMol25 structures with the same formula, charge and spin at 3.547 eV. As for the lowest unoccupied orbital energy (alpha / beta): -5.5547 / -4.6893 eV. As for the multiplicity: 1. Its charge is +1.



Entry 4:
# C6H10N3O

The ion C6H10N3O with charge +1 in a non-equilibrium geometry (ωB97M-V/def2-TZVPD, OMol25).

Positions of all 20 atoms, in Å:
C -2.22628 0.96407 0.19689
C -1.97977 -1.13036 -0.19341
C -0.88319 0.78676 -0.11045
C 0.32630 1.78833 -0.02658
C 1.40703 0.83432 0.40320
C 0.42075 -1.38288 -0.39724
N -2.85264 -0.22146 0.10612
N -0.75428 -0.56649 -0.26402
N 1.54935 -0.37271 -0.48747
O 0.60319 -2.25544 0.64711
H -2.85646 1.94015 0.27602
H -2.16349 -2.17594 -0.40689
H 0.49621 2.25156 -0.96121
H -0.02035 2.51640 0.71102
H 2.45341 1.27787 0.47783
H 1.22570 0.41098 1.50620
H 0.36158 -1.96016 -1.42731
H 1.77966 -0.02545 -1.51203
H 2.33829 -0.86808 -0.02640
H 0.77499 -1.81150 1.48862

The calculation puts the HOMO-LUMO gap at 8.73 eV. The value obtained for the HOMO energy is -0.4620 Eh. The calculation puts the energy above the lowest of the compared OMol25 structures with the same formula, charge and spin at 2.931 eV. As for the lowest unoccupied orbital energy: -3.8431 eV. As for the multiplicity: 1. Its charge is +1.



Entry 5:
# C6H10N3O2

The ion C6H10N3O2 with charge +1 in a non-equilibrium geometry (ωB97M-V/def2-TZVPD, OMol25).

Positions of all 21 atoms, in Å:
C 0.22808 1.96670 -1.60551
C -0.36706 1.01465 -0.73937
C 0.68177 0.19729 -0.31274
C -1.74077 0.83083 -0.42404
C 0.94577 -0.81790 0.82428
C -0.28191 -1.88550 0.91162
N 1.46893 1.68988 -1.75196
N 1.73371 0.61237 -0.98998
N 1.08335 0.02149 2.00292
O -2.66443 1.55146 -0.98487
O -0.95250 -2.06945 -0.36778
H -0.22303 2.93198 -2.06254
H -2.00641 -0.04303 0.23679
H 1.79806 -1.44539 0.71289
H -1.02480 -1.48958 1.73743
H 0.03362 -2.80745 1.27571
H 2.58373 0.01867 -0.97589
H 2.03139 -0.10537 2.28567
H 0.78110 1.01109 1.97431
H -3.67666 1.35637 -0.82407
H -0.43194 -2.53910 -0.92288

The calculation puts the HOMO-LUMO gap at 8.26 eV. The value obtained for the HOMO energy is -0.4877 Eh. The calculation puts the energy above the lowest of the compared OMol25 structures with the same formula, charge and spin at 3.382 eV. As for the lowest unoccupied orbital energy: -5.0160 eV. As for the multiplicity: 1. Its charge is +1.



Entry 6:
# C6H10N4

The molecule C6H10N4 in a non-equilibrium geometry (ωB97M-V/def2-TZVPD, OMol25).

Positions of all 20 atoms, in Å:
C -0.86092 2.21260 0.86777
C 1.33097 1.90975 -0.19932
C 0.35483 1.59306 0.86304
C -0.14362 -0.34048 0.06291
C -0.02669 -0.28591 -2.38319
C -0.67690 -1.98086 1.70146
N -1.91824 2.59353 0.69221
N 1.43972 1.09395 -1.14271
N 0.73564 -0.09872 -1.15903
N 0.28286 -1.41401 0.74915
H 2.06887 2.65006 -0.08319
H 0.82664 1.47429 1.77529
H -1.21098 -0.04253 -0.23662
H 0.70456 -0.29869 -3.11513
H -0.55775 -1.23813 -2.28408
H -0.77653 0.43822 -2.58624
H -0.82137 -3.10391 1.56396
H -0.27522 -1.89218 2.72566
H -1.64614 -1.49394 1.55426
H 1.17027 -1.77608 0.63380

The calculation puts the HOMO-LUMO gap at 8.95 eV. The value obtained for the HOMO energy is -0.3015 Eh. The calculation puts the energy above the lowest of the compared OMol25 structures with the same formula, charge and spin at 4.126 eV. As for the lowest unoccupied orbital energy: 0.7460 eV. As for the multiplicity: 1. Its charge is 0.



Entry 7:
# C6H10N4O2

The ion C6H10N4O2 with charge +2 in a non-equilibrium geometry (ωB97M-V/def2-TZVPD, OMol25).

Positions of all 22 atoms, in Å:
C -0.02255 -0.83005 0.06061
C 0.29769 0.37722 0.50163
C -1.45676 -1.30920 0.03576
C 2.56280 0.38939 -0.67976
C 2.32947 -0.81809 0.13300
C -1.96140 1.10845 0.16729
N -2.29382 -0.26813 0.36208
N 1.93355 0.48240 0.62421
N 1.13430 -1.66922 -0.20416
N -0.60812 1.40654 0.86898
O -1.75531 -2.44772 -0.12855
O -1.67229 1.44182 -1.13045
H 3.56217 0.81134 -0.69888
H 1.98515 0.56344 -1.57848
H 3.12981 -1.33964 0.64352
H -2.73196 1.73946 0.63807
H -3.27464 -0.51756 0.45763
H 1.10237 -2.52601 0.37737
H 1.14892 -2.01051 -1.18322
H -0.68733 1.48521 1.89930
H -0.27258 2.32475 0.51734
H -2.44946 1.60612 -1.68330

The calculation puts the HOMO-LUMO gap at 10.09 eV. The value obtained for the HOMO energy is -0.6814 Eh. The calculation puts the energy above the lowest of the compared OMol25 structures with the same formula, charge and spin at 0.721 eV. As for the lowest unoccupied orbital energy: -8.4478 eV. As for the multiplicity: 1. Its charge is +2.



Entry 8:
# C6H10N4O2P

The ion C6H10N4O2P with charge -1 in a non-equilibrium geometry (ωB97M-V/def2-TZVPD, OMol25).

Positions of all 23 atoms, in Å:
C 1.58971 -2.73064 -0.06976
C -0.34193 -1.26157 -0.16791
C 0.73642 0.82982 -0.60194
C 0.89534 2.18179 0.14230
C 0.67025 0.77693 -1.95020
C 0.53647 0.10478 1.73257
N 2.71422 -2.83389 0.17582
N -1.49342 -1.19833 -0.66443
N 0.55347 -0.22916 0.27047
N 0.28780 -2.60427 -0.22315
O -2.07098 1.11940 0.73771
O -3.78604 -0.69960 0.30966
P -2.59981 0.05830 -0.17611
H 0.95616 2.88093 -0.65886
H 1.67298 2.10713 0.77087
H 0.02168 2.42878 0.59093
H 0.45094 -0.07370 -2.39963
H 0.75497 1.63650 -2.47561
H -2.70293 0.49446 -1.50249
H 0.18993 -0.84525 2.20518
H 1.60461 0.12204 1.93539
H -0.17695 0.94429 2.03732
H -0.46290 -3.20876 -0.01814

The calculation puts the HOMO-LUMO gap at 8.54 eV. The value obtained for the HOMO energy is -0.1846 Eh. The calculation puts the energy above the lowest of the compared OMol25 structures with the same formula, charge and spin at 0.276 eV. As for the lowest unoccupied orbital energy: 3.5110 eV. As for the multiplicity: 1. Its charge is -1.



Entry 9:
# C6H10N4O3

A cluster of 2 separate species, C6H10N4O3 in total in a non-equilibrium geometry (ωB97M-V/def2-TZVPD, OMol25).

Positions of all 23 atoms, in Å:
C 0.85040 -0.71757 -1.57535
C -2.07603 0.21142 3.08931
C 0.46286 1.10932 -0.06830
C 0.41368 -2.06968 -1.86585
C -0.36459 -2.29564 -0.61833
C -0.02721 2.80234 1.46163
N -1.57891 -0.66588 2.52763
N 0.26446 -0.23091 -0.51099
N -0.52670 -1.11682 0.14944
N 1.58369 0.08184 -2.37337
O -2.49827 1.14226 3.69845
O 1.18883 1.80709 -0.70019
O -0.20872 1.48047 0.95554
H -0.27979 -2.09297 -2.71695
H 1.22707 -2.84890 -2.03203
H -1.36461 -2.63124 -0.73672
H 0.13227 -3.11260 0.04857
H -0.28562 3.52444 0.69158
H 0.98296 2.95025 1.75172
H -0.79420 3.00347 2.19990
H -1.23540 -0.76889 1.60620
H 2.13113 -0.53610 -2.97753
H 2.00267 0.97430 -2.00436

The calculation puts the HOMO-LUMO gap (alpha / beta) at 7.16 / 7.16 eV. The value obtained for the HOMO energy (alpha / beta) is -0.2475 / -0.2475 Eh. The calculation puts the energy above the lowest of the compared OMol25 structures with the same formula, charge and spin at 0.361 eV. As for the lowest unoccupied orbital energy (alpha / beta): 0.4243 / 0.4252 eV. As for the multiplicity: 1. Its charge is 0.



Entry 10:
# C6H10N4O3

A cluster of 2 separate species, C6H10N4O3 in total in a non-equilibrium geometry (ωB97M-V/def2-TZVPD, OMol25).

Positions of all 23 atoms, in Å:
C -0.73695 -2.47954 -2.24217
C -0.12963 -1.25693 -2.08838
C 0.37304 -2.50762 -0.44359
C -1.58705 3.24097 0.36878
C -0.77916 2.01370 1.06813
C 0.75296 2.13501 0.95357
N -0.49098 -3.30076 -1.22417
N 0.63162 -1.23317 -1.02296
N 1.30319 -0.19300 -0.68874
N 0.86857 -2.89360 0.74056
O 0.65907 -3.91868 1.34273
O 1.61687 -1.88109 1.41922
O 1.47117 2.09139 1.92870
H -1.38919 -2.70040 -3.07126
H -0.22429 -0.25907 -2.52805
H -1.10216 4.20850 0.49452
H -1.67645 3.07220 -0.71528
H -2.63167 3.27549 0.80808
H -1.00029 0.96956 0.57660
H -1.02302 1.98658 2.13830
H 1.21465 2.13548 -0.08382
H 1.99015 -0.40270 0.02564
H 1.88955 -2.10231 2.24357

The calculation puts the HOMO-LUMO gap (alpha / beta) at 6.87 / 7.87 eV. The value obtained for the HOMO energy (alpha / beta) is -0.2995 / -0.3288 Eh. The calculation puts the energy above the lowest of the compared OMol25 structures with the same formula, charge and spin at 4.950 eV. As for the lowest unoccupied orbital energy (alpha / beta): -1.2778 / -1.0729 eV. As for the multiplicity: 1. Its charge is 0.